Below is C27H30AsN7O2S2Tc as an isolated structure, with properties calculated with ωB97M-V/def2-TZVPD.

```
70
Properties=species:S:1:pos:R:3:forces:R:3:mulliken_charge:R:1
Tc 0.042107 -0.168170 -0.276350 0.367 0.201 -0.162 0.85
O -0.299171 0.897700 1.284500 -0.186 -0.132 0.126 -0.64
C -0.989635 2.044149 1.331404 -0.034 0.017 -0.058 0.49
C -0.659365 2.979213 2.309713 -0.011 0.000 -0.010 -0.48
C -1.371837 4.156716 2.404274 0.013 0.005 0.018 -0.50
C -2.442825 4.428404 1.546896 -0.015 -0.002 -0.007 -0.77
C -2.796282 3.500172 0.599686 -0.008 0.016 -0.012 -0.83
C -2.067127 2.305107 0.453364 -0.014 -0.029 -0.017 0.72
C -2.550570 1.301828 -0.446341 0.025 0.008 0.035 -0.43
N -1.857453 0.272844 -0.810329 -0.011 0.061 0.025 0.77
N -2.533821 -0.800334 -1.391195 -0.013 -0.015 -0.085 -0.79
C -2.003439 -1.900871 -0.944954 0.125 0.012 0.129 0.71
O -0.956686 -1.867150 -0.126006 -0.126 -0.031 0.075 -0.86
C -2.526461 -3.210340 -1.340103 -0.019 -0.047 -0.019 0.69
C -1.863278 -4.367565 -0.937503 -0.018 -0.005 -0.009 -0.29
C -2.344431 -5.606153 -1.329051 0.005 0.000 0.003 -0.83
C -3.481819 -5.689883 -2.119694 -0.010 0.011 -0.003 -0.41
C -4.145964 -4.535483 -2.519401 0.003 -0.017 0.001 -0.72
C -3.673414 -3.295591 -2.131066 0.008 -0.008 0.007 -0.33
H 0.155453 2.753650 2.983472 0.019 0.003 0.020 0.51
H -1.106075 4.877248 3.166700 0.008 -0.006 0.001 0.43
H -2.999970 5.348464 1.649094 -0.004 -0.001 -0.007 0.45
H -3.648089 3.674256 -0.046969 0.001 0.004 0.005 0.46
H -3.581690 1.333668 -0.791899 -0.002 0.011 0.014 0.45
H -0.983174 -4.292004 -0.314189 0.004 0.003 0.002 0.45
H -1.837319 -6.507283 -1.012380 0.001 -0.001 0.000 0.43
H -3.858530 -6.658343 -2.420512 0.000 -0.001 0.000 0.42
H -5.038360 -4.606477 -3.126100 0.001 -0.003 -0.001 0.43
H -4.190901 -2.392752 -2.425010 0.005 0.003 0.001 0.46
N 2.811355 -2.406689 -2.541923 0.041 -0.014 -0.036 -0.07
C 1.890779 -2.438419 -3.583006 -0.030 0.005 0.028 1.37
C 1.945235 -3.009128 -4.848749 0.009 -0.009 -0.025 -1.20
C 0.822310 -2.862144 -5.636573 0.015 0.002 -0.005 -0.62
C -0.315201 -2.179020 -5.176360 -0.019 0.016 0.008 -1.49
C -0.361867 -1.609354 -3.920431 0.005 -0.073 0.006 0.32
C 0.773399 -1.738511 -3.120890 0.021 -0.063 0.074 -1.20
N 1.051026 -1.277186 -1.832900 -0.071 -0.056 -0.217 1.13
C 2.261750 -1.719861 -1.530547 -0.067 -0.003 0.100 -0.04
C 2.774613 -1.504925 -0.187638 -0.043 0.023 -0.005 -0.64
C 3.904479 -1.898341 0.448548 -0.007 0.009 -0.009 -0.16
S 3.847279 -1.408627 2.083611 0.027 -0.019 0.015 -0.03
C 2.328675 -0.709507 1.848136 0.036 0.034 -0.083 -0.36
N 1.886147 -0.822890 0.620610 -0.056 -0.031 0.009 0.59
H 3.710686 -2.860200 -2.529041 0.003 0.000 0.000 0.27
H 2.814549 -3.549312 -5.198028 0.002 0.000 0.003 0.50
H 0.810943 -3.294962 -6.627251 0.002 -0.002 0.002 0.46
H -1.181922 -2.115235 -5.820343 0.000 0.004 0.007 0.52
H -1.256555 -1.125333 -3.554816 -0.030 -0.061 0.024 0.45
H 4.748402 -2.443189 0.058070 0.002 -0.004 0.000 0.43
H 1.789447 -0.185990 2.621511 -0.010 0.024 0.030 0.39
N 3.555337 2.074275 2.475935 0.021 -0.020 0.022 -0.42
N 3.949699 1.862481 1.115438 -0.199 -0.120 -0.040 -0.40
H 3.281072 3.037115 2.644270 -0.021 -0.027 -0.024 0.22
H 4.361153 1.891104 3.061352 0.012 0.015 -0.012 0.23
H 3.113163 1.617527 0.595225 0.132 0.171 -0.001 0.07
H 4.335744 2.700321 0.693600 0.060 -0.008 0.038 0.25
C 1.036707 4.121515 -3.459973 0.007 -0.005 0.021 -1.09
As 0.658934 2.262502 -3.196894 -0.026 0.000 -0.146 0.59
C 1.793238 1.270392 -4.384193 0.019 -0.012 0.001 -0.69
C -1.174430 1.967990 -3.676489 0.007 0.049 0.003 -0.70
S 1.042846 1.915836 -1.111151 0.032 -0.030 0.155 -0.40
H 0.919427 4.362751 -4.515605 -0.004 -0.001 0.002 0.43
H 2.058106 4.322710 -3.143258 0.001 -0.004 -0.009 0.39
H 0.345352 4.709750 -2.860111 -0.002 -0.005 0.000 0.38
H 1.592140 1.601344 -5.402962 -0.001 0.010 -0.001 0.45
H 1.585364 0.205805 -4.296699 0.020 0.105 -0.028 -0.01
H 2.829713 1.479857 -4.126475 0.000 0.006 0.008 0.41
H -1.327507 2.322586 -4.695446 0.024 -0.002 -0.006 0.50
H -1.801673 2.533844 -2.990900 -0.003 0.019 -0.007 0.34
H -1.412055 0.910720 -3.614643 -0.022 0.025 0.023 0.03
```
Forces are in eV/Å.

Results
**E_tot**: -127707.2992 eV
**HOMO (alpha / beta)**: -13.25 / -13.42 eV
**Net charge**: +2
**Multiplicity**: 4
**LUMO (alpha / beta)**: -5.525 / -7.162 eV
**Energy above the lowest of the compared OMol25 structures with the same formula, charge and spin**: 0.00 kJ/mol
**⟨S²⟩**: 3.773



Below is C27H30BrFN7O4ReS as an isolated structure, with properties calculated with ωB97M-V/def2-TZVPD.

```
72
Properties=species:S:1:pos:R:3:forces:R:3:mulliken_charge:R:1
Re -1.460446 2.735463 -0.701833 0.163 0.027 -0.220 0.93
Br 0.061380 4.868619 -0.383779 -0.243 -0.200 -0.037 -0.05
C -1.393795 5.992086 0.177153 0.006 -0.075 -0.016 1.32
C -1.112493 7.285304 0.486595 -0.072 0.095 0.041 -0.82
C -2.180116 8.120716 0.876614 0.049 -0.045 -0.023 -0.57
C -3.449358 7.620940 0.927588 -0.016 -0.031 -0.004 -0.95
C -3.719992 6.269100 0.602877 -0.057 0.042 0.018 0.73
C -5.039655 5.753834 0.659897 0.015 0.030 0.009 -0.61
C -5.303637 4.449787 0.355495 0.033 -0.049 -0.016 -1.16
C -4.255082 3.590187 -0.017668 -0.107 0.084 0.031 -0.08
C -2.938630 4.024446 -0.102839 0.257 -0.008 0.108 0.30
C -2.670680 5.403688 0.215033 0.011 0.037 0.003 0.03
H -0.102468 7.668949 0.435366 -0.005 0.000 0.001 0.45
H -1.979809 9.152560 1.127840 0.003 -0.002 -0.001 0.40
H -4.275090 8.256445 1.221161 0.003 -0.001 -0.001 0.40
H -5.840128 6.421523 0.954425 0.000 -0.005 -0.002 0.40
H -6.314073 4.067836 0.403180 0.000 0.007 0.002 0.41
H -4.496321 2.560950 -0.240051 0.003 -0.003 0.000 0.32
N -4.600255 -2.754331 -1.499312 -0.008 -0.022 0.004 -0.43
C -4.293741 -1.682841 -1.786701 0.082 0.180 -0.079 0.48
N -3.973752 -0.453918 -2.181433 -0.246 -0.165 0.035 -0.49
C -3.286418 0.415200 -1.673406 0.541 -0.159 0.121 0.94
N -2.588731 1.300972 -1.273137 -0.434 0.242 -0.068 -0.82
F 3.924718 5.038150 -1.482681 0.009 0.001 -0.009 -0.34
C 3.569443 4.164377 -0.545621 -0.034 0.030 -0.007 0.43
C 3.128421 2.947637 -0.859595 -0.057 -0.080 -0.003 -0.23
N 2.758599 2.031514 0.115918 -0.002 -0.014 -0.010 0.17
C 1.980019 0.855619 -0.267444 0.010 0.098 -0.045 -1.36
C 0.597625 1.364347 -0.555144 -0.100 0.032 -0.343 1.10
O 0.240624 1.789138 -1.694360 0.147 0.020 0.407 -0.67
O -0.172261 1.753601 0.435669 -0.044 0.017 -0.008 -0.68
C 2.818002 2.338964 1.472979 0.006 0.039 0.012 0.48
O 2.449498 1.575530 2.332208 0.009 -0.008 0.016 -0.60
N 3.321965 3.595201 1.745350 -0.018 -0.011 -0.027 -0.04
C 3.673533 4.605605 0.847473 0.115 -0.051 0.083 0.30
O 4.020339 5.697045 1.215461 -0.058 0.014 -0.021 -0.57
H 3.035425 2.622447 -1.887117 0.018 -0.004 -0.004 0.42
H 1.970172 0.150675 0.555961 0.023 -0.009 0.006 0.56
H 2.389089 0.408026 -1.169017 -0.021 -0.054 0.009 0.33
H 3.388144 3.830906 2.726704 -0.004 -0.006 0.010 0.24
C -0.323571 -6.931721 3.259262 0.003 0.012 -0.008 -1.28
C 0.695581 -5.873097 2.857399 -0.003 -0.018 0.006 -0.41
C 0.055188 -4.707568 2.114092 -0.012 0.009 -0.008 -0.17
C 1.077493 -3.641494 1.732789 -0.029 0.026 -0.012 -1.34
N 0.519628 -2.533287 0.966537 0.082 0.045 -0.022 0.05
C 0.242791 -2.542586 -0.349165 -0.103 -0.022 0.070 0.21
S -0.421345 -1.160482 -1.095624 0.113 -0.071 -0.028 -0.41
N 0.508086 -3.652810 -1.032352 -0.019 0.034 -0.022 0.13
C 0.307543 -3.835748 -2.469209 0.003 -0.016 0.028 -0.65
C 1.125702 -5.015380 -2.979787 0.000 0.021 -0.014 -0.88
C 2.614287 -4.735759 -3.185823 0.006 0.011 0.011 -0.38
C 3.398725 -4.400511 -1.919528 -0.021 -0.005 -0.012 -0.90
H 0.150493 -7.759152 3.785888 0.000 0.002 0.000 0.38
H -0.829858 -7.339373 2.382306 -0.001 -0.001 0.007 0.33
H -1.085810 -6.509456 3.916171 0.001 -0.005 -0.001 0.32
H 1.467731 -6.325981 2.226810 0.004 0.008 0.004 0.32
H 1.208626 -5.496868 3.747494 0.004 0.000 -0.004 0.30
H -0.717486 -4.246855 2.735701 -0.005 -0.004 -0.003 0.37
H -0.457909 -5.076624 1.220013 -0.004 0.001 0.002 0.33
H 1.909129 -4.078227 1.170390 0.006 -0.001 0.006 0.25
H 1.517358 -3.212411 2.633087 0.019 -0.009 -0.002 0.55
H 0.211757 -1.710550 1.456513 -0.035 -0.008 0.011 0.31
H 0.818242 -4.465584 -0.523883 0.006 0.005 0.014 0.10
H 0.595444 -2.913634 -2.974070 0.011 0.009 -0.001 0.40
H -0.755712 -3.991031 -2.662557 -0.008 0.001 0.007 0.38
H 0.691040 -5.319339 -3.933524 0.006 -0.010 0.002 0.36
H 0.993752 -5.872124 -2.307428 -0.014 0.003 -0.001 0.36
H 2.719709 -3.918256 -3.905030 0.008 -0.007 -0.003 0.27
H 3.061636 -5.613703 -3.656171 -0.002 -0.002 -0.005 0.33
H 3.089420 -3.446245 -1.489700 0.005 -0.006 0.004 0.10
H 4.465665 -4.335466 -2.132527 -0.002 0.002 -0.001 0.42
H 3.266607 -5.174959 -1.157918 0.004 0.004 0.000 0.21
```
Forces are in eV/Å.

Results
**E_tot**: -132825.1784 eV
**HOMO (alpha / beta)**: -11.07 / -11.08 eV
**Net charge**: +1
**Multiplicity**: 4
**LUMO (alpha / beta)**: -4.936 / -4.983 eV
**⟨S²⟩**: 3.779



Below is C27H30BrIrNO9P3S as an isolated structure at a distorted geometry, with properties calculated with ωB97M-V/def2-TZVPD.

```
73
Properties=species:S:1:pos:R:3:forces:R:3:mulliken_charge:R:1
Ir 0.363468 -0.199688 -0.055987 2.788 -3.868 -1.983 1.59
O 2.015244 -0.619164 3.541090 0.005 -0.009 0.107 -0.51
P 0.797010 0.261797 3.007142 -0.206 0.253 0.191 0.88
O 0.020102 0.911852 4.054911 0.098 -0.084 0.113 -0.68
O 0.078650 -0.610682 1.949533 0.080 1.187 -0.176 -0.51
O 1.673425 1.376542 2.118400 -0.362 0.062 -0.109 -0.19
P 0.924681 2.277363 1.028517 -0.372 0.584 0.150 0.09
O 1.450547 3.757801 1.213026 0.547 -0.253 0.028 -0.54
O -0.558582 2.274477 1.281203 0.026 0.556 0.236 -0.43
O 1.320941 1.728594 -0.349682 -1.114 0.000 0.586 -0.29
H 2.306638 -0.300625 4.412245 -0.172 -0.133 -0.265 0.32
H 2.417698 3.844011 1.242475 -0.290 0.014 -0.027 0.35
C -6.094730 3.852818 0.267522 -0.011 0.039 0.017 -0.47
C -5.499088 3.029339 1.215488 0.023 0.000 -0.016 -0.76
C -4.211596 2.559464 1.008671 0.016 0.027 0.002 -0.24
C -3.524335 2.913665 -0.154689 0.017 -0.184 0.112 0.21
C -4.108822 3.766888 -1.092263 -0.091 -0.035 0.037 -0.27
C -5.401959 4.223739 -0.878794 0.042 0.028 -0.013 -0.71
P -1.976467 2.069194 -0.477341 -0.128 0.014 -0.400 0.96
C -1.132713 2.962258 -1.773436 0.056 -0.010 0.086 0.77
C -0.745475 2.343423 -2.958717 0.023 0.057 0.028 -0.47
C -0.068768 3.072355 -3.923612 0.024 -0.051 -0.037 -0.54
C 0.226865 4.411997 -3.706590 0.007 0.021 -0.017 -0.68
C -0.128264 5.021054 -2.508273 0.011 -0.017 0.009 -0.85
C -0.805669 4.299089 -1.539149 0.075 -0.008 0.012 -0.25
C -2.372112 0.406045 -1.056207 -0.172 0.125 0.020 1.07
C -3.646711 0.121330 -1.552193 0.037 -0.114 -0.145 -0.93
C -3.974826 -1.175570 -1.913484 -0.079 0.006 -0.055 -0.91
C -3.043861 -2.191468 -1.754043 -0.042 -0.005 -0.016 -1.14
C -1.776426 -1.908088 -1.262067 -0.125 -0.246 0.090 0.05
C -1.430303 -0.615534 -0.913201 0.684 0.623 1.178 -0.51
H -7.101858 4.220386 0.428845 0.062 -0.051 -0.023 0.39
H -6.039313 2.747784 2.110469 0.034 0.041 -0.017 0.41
H -3.729845 1.924189 1.745112 -0.057 0.000 -0.038 0.44
H -3.567646 4.053580 -1.985823 -0.047 -0.040 0.013 0.37
H -5.874586 4.859676 -1.617740 0.040 0.010 0.066 0.42
H -0.975123 1.298148 -3.116730 -0.057 0.028 -0.052 0.41
H 0.230475 2.592532 -4.849708 -0.047 0.058 0.044 0.42
H 0.731977 4.985444 -4.474836 0.031 -0.044 0.068 0.41
H 0.138438 6.053890 -2.323105 -0.061 -0.017 -0.030 0.44
H -1.068731 4.760802 -0.593059 0.010 0.017 -0.053 0.53
H -4.374230 0.913687 -1.671285 -0.015 0.017 0.063 0.51
H -4.956794 -1.391268 -2.313858 0.005 -0.004 0.043 0.43
H -3.308274 -3.215034 -1.992512 0.012 0.041 -0.042 0.47
H -1.073722 -2.718600 -1.113096 -0.139 0.074 -0.162 0.44
O 2.803214 0.465572 -5.728625 0.111 0.030 0.106 -0.54
C 2.294564 0.072556 -4.557023 -0.126 0.015 -0.080 0.67
C 1.035101 -0.506734 -4.419824 -0.012 -0.170 -0.119 -0.45
C 0.592756 -0.822039 -3.159570 0.165 -0.050 0.038 -0.88
N 1.317012 -0.625829 -2.042789 -0.502 1.481 0.281 0.45
C 2.560684 -0.136958 -2.206508 -0.136 -0.273 0.064 -0.18
Br 3.704487 -0.102611 -0.712440 -0.015 0.003 -0.008 0.01
C 3.077350 0.237578 -3.422942 0.291 0.044 0.035 -0.69
H 2.199228 0.275795 -6.453673 -0.075 -0.030 -0.089 0.33
H 0.405449 -0.702760 -5.279808 0.015 0.009 0.041 0.42
H -0.380511 -1.268436 -3.018004 -0.028 0.159 -0.030 0.54
H 4.078153 0.641112 -3.502751 -0.067 -0.060 0.011 0.55
C 2.913200 -4.097823 -1.573036 0.028 -0.031 -0.007 -0.92
C 2.311007 -4.522548 -0.240846 0.002 0.128 -0.217 -0.72
S 0.811963 -3.579889 0.071127 0.288 -0.169 0.429 0.38
O 1.345284 -2.148904 0.212202 -0.910 0.170 -0.145 -0.30
C 0.443271 -4.144145 1.743588 -0.266 -0.105 -0.019 -0.33
C -0.539316 -5.309511 1.681492 0.044 -0.074 -0.043 -1.15
H 3.837099 -4.649443 -1.750883 -0.059 0.017 0.000 0.42
H 3.151682 -3.033888 -1.552236 0.003 -0.045 -0.022 0.07
H 2.230822 -4.294325 -2.403152 0.036 0.001 0.045 0.30
H 2.987411 -4.318949 0.590484 -0.036 -0.030 0.023 0.45
H 2.016155 -5.575381 -0.235280 0.008 0.055 0.060 0.48
H 0.018626 -3.266402 2.233047 -0.004 0.033 -0.032 0.13
H 1.373585 -4.410829 2.242672 0.057 0.094 -0.009 0.47
H -1.464583 -5.018370 1.181852 0.025 -0.001 0.048 0.30
H -0.787582 -5.645051 2.688710 0.033 0.042 -0.044 0.39
H -0.117540 -6.163479 1.143750 -0.039 0.047 0.062 0.31
```
Forces are in eV/Å.

Results
**E_tot**: -159985.2442 eV
**HOMO (alpha / beta)**: -9.73 / -11.23 eV
**Net charge**: +1
**Multiplicity**: 2
**LUMO (alpha / beta)**: -3.341 / -3.518 eV
**Energy above the lowest of the compared OMol25 structures with the same formula, charge and spin**: 257.97 kJ/mol
**⟨S²⟩**: 0.758